Entry 1:
A molecular structure, C9H27HgN2O7. Source: the Open Molecules 2025 dataset; level of theory: ωB97M-V with the def2-TZVPD basis set.

Structure (XYZ):
```
46
Properties=species:S:1:pos:R:3:lowdin_charge:R:1
H 22.19714 -15.34608 -17.61946 0.0438
C 15.42652 -15.91288 -21.92080 -0.1547
H 20.54800 -17.74391 -19.70918 0.0439
H 15.92218 -14.22927 -20.68589 0.0596
H 15.00259 -17.79496 -18.33102 0.0867
H 16.11054 -21.07479 -19.93902 0.0846
H 19.21855 -20.61302 -18.01178 0.0665
O 17.53754 -15.50089 -20.73996 -0.4286
O 17.21889 -18.98794 -20.84378 -0.0229
H 16.76994 -14.15632 -22.15782 0.0669
C 16.42129 -14.87081 -21.41212 -0.4583
C 18.16530 -20.67545 -17.73817 -0.5038
O 17.53070 -19.38836 -17.68026 -0.4120
H 15.81278 -16.55760 -22.71026 0.0416
C 14.99502 -15.99283 -17.68726 -0.2107
C 20.27341 -16.08499 -17.17009 -0.5368
N 16.36159 -19.73259 -22.67050 0.1095
H 18.58354 -21.12663 -15.71011 0.0581
H 13.19813 -15.56205 -18.84554 0.1167
O 19.79817 -18.32413 -19.84083 -0.1019
H 16.78190 -19.03186 -23.26415 0.0876
H 18.78434 -22.46340 -16.85113 0.0495
C 21.15585 -15.10217 -17.83000 -0.1556
N 16.02602 -20.80956 -20.90990 0.1330
O 15.43387 -16.99421 -18.63825 -0.1506
H 21.11288 -14.12148 -17.35619 0.0571
H 17.11266 -21.99116 -16.43576 0.0544
Hg 17.75397 -17.42487 -19.18800 1.1636
C 16.54458 -19.75259 -21.42044 -1.0352
H 15.80919 -20.44944 -23.11892 -0.0579
O 12.84783 -16.68294 -17.10442 -0.1020
H 20.39206 -15.84703 -16.11302 0.0733
H 21.15885 -15.11206 -18.91995 0.0645
H 15.74417 -15.20117 -17.69919 0.1311
H 17.68122 -21.20802 -18.55678 0.0537
H 20.18304 -19.19493 -19.93990 0.0509
H 11.90411 -16.69294 -17.28017 0.0688
H 13.23956 -14.71836 -17.42651 0.1047
H 15.20615 -16.44644 -16.71888 0.1284
H 14.62886 -15.35356 -22.40968 0.0376
C 18.13541 -21.63637 -16.56302 -0.1455
H 20.67727 -17.09239 -17.27082 0.0745
H 14.97261 -16.55347 -21.16469 0.0438
O 18.92678 -16.02112 -17.53910 -0.3822
H 15.43322 -21.36088 -21.51384 -0.0377
C 13.57123 -15.67602 -17.82774 -0.2586
```

- E_tot: -1148.45632 hartree
- HOMO (alpha / beta): 2.794 / -1.308 eV
- Charge: -2
- Frontier orbital gap (alpha / beta): 1.953 / 6.044 eV
- Maximum force: 7.10 eV/Å
- Spin multiplicity: 2

Entry 2:
A molecular structure, C30H25BCeN9O6S2Te. Source: the Open Molecules 2025 dataset; level of theory: ωB97M-V with the def2-TZVPD basis set.

Structure (XYZ):
```
75
Properties=species:S:1:pos:R:3:lowdin_charge:R:1
C -6.27566 -12.62795 6.35425 -0.0080
H -5.35009 -22.39332 16.29947 0.0900
C -2.47920 -13.00493 10.24470 -0.1638
C -2.28628 -16.94339 9.74447 -0.6154
N -6.32180 -11.79759 11.43687 -0.0366
H -5.15047 -10.83632 13.09002 0.1150
H -2.98793 -22.68317 15.69986 0.1024
H -5.44951 -14.47701 16.32613 0.0896
C -5.34880 -12.92074 14.76864 -0.1039
N -3.77041 -12.89051 10.56349 -0.0335
C -5.24653 -20.15142 13.75864 -0.2918
H 0.22507 -17.12156 9.37583 0.1098
H -6.37046 -11.73378 5.79085 0.1230
O -6.14359 -16.44279 8.68366 -0.1409
O -1.98325 -18.01432 9.20147 -0.0036
S -10.30764 -15.65109 11.06603 0.4176
H -5.14585 -11.99053 15.25647 0.1054
N -6.70851 -12.90250 10.80823 -0.0039
N -5.61740 -14.27728 13.03979 -0.0924
C -2.59887 -11.68592 11.95391 -0.0770
C -3.88918 -20.29328 13.39494 -0.2781
C -1.21517 -16.34687 10.71318 -0.1419
C -3.08871 -21.21961 14.08483 -0.0458
C -8.68146 -15.74032 11.12534 -0.9619
H -7.15868 -19.48771 12.82599 0.0546
C -0.33404 -15.33900 12.68763 -0.1638
C -5.52952 -14.18116 15.27610 -0.0711
H -0.57851 -14.82221 13.62889 0.0855
H -3.01077 -18.40937 12.66272 0.0433
H -8.94444 -10.69699 9.86466 0.0893
O -7.39117 -13.45392 3.86613 0.0324
C -3.62805 -21.94720 15.15217 -0.1137
B -5.15378 -11.84543 12.41681 -0.5063
C -8.13870 -11.24584 10.34345 -0.0635
Te -5.11285 -18.95471 11.15344 1.3754
H -2.64130 -19.83244 11.63241 0.0449
H 2.21034 -16.39026 10.74855 0.0833
C -7.17121 -10.80215 11.20989 -0.1013
C -3.35978 -19.39399 12.29028 -0.4022
C -1.44439 -15.73810 11.94598 -0.6231
O -3.34407 -16.25694 9.52916 -0.2262
C -6.12681 -19.18056 12.99796 -0.4463
O -6.80277 -16.96493 6.59458 0.0284
N -5.77135 -12.66852 7.59208 0.0398
C -7.17633 -14.32613 4.71289 -0.4920
C -4.95396 -21.74892 15.51746 -0.1274
S -3.00776 -15.43580 12.68228 0.6487
H -2.20209 -13.61045 9.41898 0.1106
C -6.43895 -16.18236 7.49513 -0.5294
H -8.34252 -13.34362 9.62075 0.0966
O -7.40774 -15.60947 4.48010 0.1048
C -6.60360 -13.91973 6.01627 -0.0612
H -2.04281 -21.29619 13.78047 0.1095
C -1.68878 -12.23445 11.05862 -0.0555
H -5.36976 -11.94512 8.15613 0.1542
H -0.63904 -12.05954 11.03457 0.0882
H -5.83027 -16.07460 14.11386 0.0947
H -7.13039 -16.19693 5.25872 0.0584
Ce -5.20487 -15.16291 10.59318 0.8743
C 1.19239 -16.18710 11.08513 -0.1347
C -6.30201 -14.68661 7.17003 -0.0998
C -5.69989 -15.00130 14.14148 -0.1931
N -5.76546 -13.90751 8.08434 0.0621
N -5.40844 -13.00716 13.43516 -0.0205
H -6.99198 -9.86388 11.68477 0.1051
H -2.50495 -11.01362 12.78843 0.1126
N -3.83837 -12.06980 11.60709 -0.0268
C 0.11338 -16.58130 10.32336 -0.0577
H -6.78485 -20.69416 15.16769 0.1067
H -6.19724 -18.20358 13.51609 0.0487
H 1.82130 -15.16085 12.86447 0.0846
N -7.51866 -15.76405 11.15683 -0.0470
C -7.79982 -12.57897 10.12247 -0.1487
C -5.75621 -20.83190 14.86907 -0.0551
C 0.97658 -15.52346 12.28650 -0.1245
```

- E_tot: -3667.27297 hartree
- HOMO (alpha / beta): -2.300 / -2.305 eV
- Charge: -2
- Energy relative to the best compared isomer or geometry (same formula, charge and spin): 0.0000 eV
- Frontier orbital gap (alpha / beta): 6.331 / 6.336 eV
- Maximum force: 1.41 eV/Å
- Spin multiplicity: 2

Entry 3:
A molecular structure, C8H16CuO10S2. Source: the Open Molecules 2025 dataset; level of theory: ωB97M-V with the def2-TZVPD basis set.

Structure (XYZ):
```
37
Properties=species:S:1:pos:R:3:lowdin_charge:R:1
O -13.71049 -6.90583 -14.47547 -0.3975
O -11.45764 -6.35029 -11.01322 -0.4153
C -11.58713 -10.72490 -12.50120 -0.1526
C -16.52666 -7.32696 -11.50356 -0.1619
O -12.11091 -4.41011 -12.08758 -0.4101
H -15.72847 -6.61829 -13.42968 0.1070
O -12.60829 -8.57725 -12.29545 -0.1913
C -12.82198 -10.78451 -11.60356 -0.1764
S -12.54783 -7.27109 -15.37504 0.2994
H -16.32237 -5.32362 -12.33182 0.1252
C -15.93561 -7.00798 -10.12125 -0.1582
Cu -12.51719 -6.38066 -12.84128 0.6572
H -12.51411 -10.73507 -10.55376 0.1089
H -14.53713 -5.30308 -9.96563 0.1125
O -11.39304 -6.76661 -14.54333 -0.3904
C -14.59834 -6.29140 -10.42178 -0.1685
H -16.26419 -8.31014 -11.89325 0.0915
C -11.35177 -9.19333 -12.59952 -0.1697
H -13.41128 -11.70309 -11.68934 0.1007
H -10.98535 -8.93508 -13.58603 0.0963
H -17.61431 -7.24424 -11.45873 0.0963
H -10.66358 -8.91062 -11.79987 0.1225
H -14.12196 -9.78059 -12.99090 0.1341
H -11.83724 -11.08347 -13.50220 0.1085
O -12.45580 -8.72982 -15.57563 -0.3947
O -12.18897 -4.43334 -9.63389 -0.4028
H -10.72172 -11.24933 -12.10087 0.0987
O -12.60984 -6.59936 -16.67474 -0.3866
O -14.51987 -6.23761 -11.84742 -0.1948
O -10.04213 -4.36176 -10.75947 -0.3939
C -13.58910 -9.55432 -12.05890 -0.1965
S -11.42292 -4.83529 -10.82004 0.2794
H -13.69728 -6.82677 -10.12158 0.1104
H -15.79548 -7.88181 -9.48318 0.0965
C -15.81320 -6.29659 -12.39565 -0.1885
H -14.28800 -9.21255 -11.29512 0.1085
H -16.59251 -6.30481 -9.60443 0.0959
```

- E_tot: -3503.76744 hartree
- HOMO (alpha / beta): -2.192 / -2.136 eV
- Charge: -2
- Energy relative to the best compared isomer or geometry (same formula, charge and spin): 0.0000 eV
- Frontier orbital gap (alpha / beta): 7.073 / 7.016 eV
- Maximum force: 1.50 eV/Å
- Spin multiplicity: 2

Entry 4:
3 unconnected molecules or ions with the total composition CH6NO4. Source: the Open Molecules 2025 dataset; level of theory: ωB97M-V with the def2-TZVPD basis set.

Structure (XYZ):
```
12
Properties=species:S:1:pos:R:3:lowdin_charge:R:1
O -1.06564 -0.48402 0.35298 0.1007
H 2.36019 1.81485 1.39167 0.0353
H -0.22338 -2.48608 -1.96691 0.1121
O 2.44760 0.85686 1.45743 -0.0610
C -0.73866 -0.82898 -0.75863 -0.6997
O -0.70616 -0.06438 -1.80651 0.2580
H -1.00543 1.98621 -0.14969 0.0162
H -0.81193 -2.77138 -0.52111 0.1098
H 1.59402 0.57709 1.10684 0.0060
H -0.88069 1.31961 1.16875 0.0135
N -0.24879 -2.10375 -1.02590 0.1795
O -0.72113 2.18397 0.75107 -0.0704
```

- E_tot: -397.35901 hartree
- HOMO (alpha / beta): -11.120 / -11.119 eV
- Energy relative to the best compared isomer or geometry (same formula, charge and spin): 0.1832 eV
- Frontier orbital gap (alpha / beta): 11.419 / 7.118 eV
- Maximum force: 1.99 eV/Å
- Spin multiplicity: 2